This record from OMol25 describes an isolated molecule of C8H17NOS2Si at a distorted geometry. The level of theory is ωB97M-V/def2-TZVPD.

ORCA input file:
```
! wB97M-V def2-TZVPD RIJCOSX def2/J DEFGRID3
* xyz 0 1
C 0.66913 -4.11577 0.21623
Si 0.98741 -2.24748 0.01021
C 1.08974 -1.35018 1.66554
C 2.60400 -1.87104 -0.80415
S -0.58451 -1.26606 -1.12354
C -0.01947 0.38496 -1.14139
S 1.03477 0.83497 -2.32867
N -0.42690 1.29082 -0.25465
C -0.04716 2.71159 -0.22702
C -1.29286 3.51393 -0.69270
O -2.37430 3.25149 0.13910
C -2.73684 1.86678 0.17838
C -1.57104 0.95796 0.59634
H 1.57872 -4.57883 0.57629
H 0.46924 -4.58174 -0.74162
H -0.17816 -4.16918 0.91517
H 1.24147 -0.25884 1.62819
H 1.97843 -1.80471 2.17377
H 0.20993 -1.68834 2.23405
H 2.53192 -1.89806 -1.87057
H 3.42386 -2.50205 -0.44715
H 2.79447 -0.85185 -0.50856
H 0.80067 2.87532 -0.87033
H 0.24560 3.00433 0.78572
H -1.58082 3.32223 -1.70859
H -1.09500 4.61990 -0.68183
H -3.50594 1.81501 0.97248
H -3.09735 1.63100 -0.84327
H -1.86613 -0.08807 0.50859
H -1.28292 1.19189 1.64398
*
```

SMILES: C[Si](C)(C)SC(=S)N1CCOCC1
E_HOMO, hartree: -0.288
Frontier orbital gap, Ha: 0.307

This record from OMol25 describes a structure of composition C8H17P2Sn at a distorted geometry. The level of theory is ωB97M-V/def2-TZVPD.

ORCA input file:
```
! wB97M-V def2-TZVPD RIJCOSX def2/J DEFGRID3
* xyz -1 1
C 0.15837 -0.19380 -2.95034
C -0.80303 -1.12678 -3.44479
C -0.41211 -2.42559 -3.00959
C 0.81295 -2.32163 -2.29511
C 1.16549 -0.93563 -2.25045
Sn 0.59646 1.66056 -0.30621
P -0.72364 4.03785 -0.36820
H 0.12530 0.89447 -3.04863
H -1.68382 -0.87656 -4.02697
H -0.94050 -3.34971 -3.22931
H 2.04922 -0.51906 -1.76377
H 1.37673 -3.13760 -1.84542
H -1.87852 4.39540 0.41375
H -1.19995 4.19072 -1.71239
H 0.16017 5.16568 -0.23757
C -1.26242 0.37453 2.81208
P 0.02913 0.00644 1.58184
C 1.59372 0.26767 2.49874
C -0.05489 -1.81685 1.48329
H -1.40834 1.45796 2.91676
H -0.98056 -0.03317 3.79135
H -2.21056 -0.08937 2.50559
H 1.59847 -0.39800 3.37845
H 2.45305 0.03497 1.85643
H 1.67869 1.31027 2.83134
H 0.35024 -2.24387 2.41526
H -1.10395 -2.13179 1.38073
H 0.51432 -2.19712 0.62314
*
```

E_HOMO, hartree: -0.054
Frontier orbital gap, Ha: 0.160

This record from OMol25 describes a cluster of 2 separate species, C8H18 in total at a distorted geometry. The level of theory is ωB97M-V/def2-TZVPD.

ORCA input file:
```
! wB97M-V def2-TZVPD RIJCOSX def2/J DEFGRID3
* xyz -1 2
C -1.22297 -0.91998 -2.57326
C -1.98070 0.21120 -1.88314
C -1.47490 0.54800 -0.48603
C -2.29690 1.62633 0.22427
H -0.15190 -0.65183 -2.70490
H -1.64025 -1.13207 -3.59682
H -1.24487 -1.81520 -1.98052
H -3.05683 -0.04222 -1.82378
H -1.93068 1.12619 -2.50116
H -0.42197 0.87156 -0.53915
H -1.46326 -0.35494 0.12366
H -2.23478 2.59031 -0.34152
H -1.92498 1.82499 1.22196
H -3.34563 1.29977 0.32741
C 2.43734 0.86954 1.81648
C 2.04224 -0.45332 1.17259
C 2.11728 -0.65780 -0.17224
C 1.55272 -1.55141 2.10886
H 1.62106 1.23579 2.45037
H 2.65093 1.63898 1.08276
H 3.30567 0.75623 2.47617
H 2.07141 -1.65810 -0.59322
H 2.30851 0.15412 -0.86560
H 1.36238 -2.50430 1.53499
H 0.62068 -1.24467 2.63594
H 2.30040 -1.76720 2.88588
*
```

E_HOMO (alpha / beta), hartree: 0.060 / -0.155
Frontier orbital gap (alpha / beta), Ha: 0.080 / 0.291

This record from OMol25 describes a structure of composition C8H18B2FORb at a distorted geometry. The level of theory is ωB97M-V/def2-TZVPD.

ORCA input file:
```
! wB97M-V def2-TZVPD RIJCOSX def2/J DEFGRID3
* xyz -2 1
Rb 0.13359 1.92938 1.82999
B -1.95189 0.59536 3.77038
H -2.00202 0.06889 4.71089
H -1.43819 -0.08460 3.10856
H -2.91830 0.89783 3.39781
H -1.35494 1.49232 3.82829
B 2.15722 0.07936 2.91893
H 1.23761 -0.40859 2.63527
H 2.50501 0.66498 2.08207
H 1.87917 0.78245 3.68872
H 2.94440 -0.60237 3.20149
C -0.38186 2.28493 -3.10158
C -0.37693 2.99620 -1.74393
O 0.76088 2.86166 -0.93336
H 0.51967 2.45354 -3.69057
H -1.22887 2.55477 -3.73235
H -0.51978 1.21526 -2.94385
H -1.21928 2.70414 -1.11683
H -0.45081 4.04834 -2.01896
F -0.41677 -4.79773 -1.03602
C -0.15621 -3.52685 -1.14667
C -0.05335 -3.01631 -2.47439
C 0.14039 -1.65668 -2.62907
C 0.38818 -0.87612 -1.49056
C 0.32580 -1.35761 -0.21723
C 0.07821 -2.70424 -0.01870
H -0.21782 -3.73121 -3.26702
H 0.33637 -1.21141 -3.59329
H 0.65823 0.16102 -1.62400
H 0.58249 -0.72307 0.61815
H 0.03968 -3.09377 0.98786
*
```

E_HOMO, hartree: -0.039
Frontier orbital gap, Ha: 0.203

This record from OMol25 describes a structure of composition C8H18Br2FN2O2Pt at a distorted geometry. The level of theory is ωB97M-V/def2-TZVPD.

ORCA input file:
```
! wB97M-V def2-TZVPD RIJCOSX def2/J DEFGRID3
* xyz 1 3
Pt -1.11828 -2.31397 -3.54712
F -0.35865 -1.34535 -1.86696
Br 4.16964 0.34489 -2.25847
C 2.29430 0.96972 -2.22378
C 1.90628 1.64504 -3.51044
Br 0.05619 2.31591 -3.33040
H 2.35302 1.68254 -1.40920
H 1.69579 0.08384 -2.06246
H 1.86651 0.94626 -4.34191
H 2.56537 2.44861 -3.82495
C -2.60663 -0.98994 1.31397
O -3.44861 -1.33620 2.11171
N -2.43276 0.34568 0.99907
C -1.30922 0.71815 0.16516
C -3.13161 1.43835 1.69171
H -1.91636 -1.67203 0.80540
H -0.54909 -0.06357 0.07402
H -0.85316 1.52248 0.74274
H -1.45705 0.97170 -0.88986
H -3.89621 1.75693 0.97669
H -3.61834 1.11704 2.60755
H -2.42969 2.24274 1.88386
C -0.37880 -1.75073 1.20151
O -1.19474 -1.97363 2.08001
N 0.80023 -1.13008 1.32101
C 1.40605 -0.69911 2.56705
C 1.66097 -0.92846 0.14116
H -0.59272 -2.05762 0.16380
H 0.75766 -0.95705 3.40053
H 1.61605 0.37148 2.58779
H 2.35539 -1.22194 2.69311
H 2.64123 -1.38233 0.30634
H 1.31149 -1.24432 -0.83435
H 1.83574 0.14498 0.26571
*
```

E_HOMO (alpha / beta), hartree: -0.473 / -0.473
Frontier orbital gap (alpha / beta), Ha: 0.282 / 0.219

This record from OMol25 describes a cluster of 2 separate species, C8H18BrO4P in total. The level of theory is ωB97M-V/def2-TZVPD.

ORCA input file:
```
! wB97M-V def2-TZVPD RIJCOSX def2/J DEFGRID3
* xyz 0 1
C -2.78939 -2.45606 -1.93647
C -2.69096 -0.93928 -2.15965
P -2.58401 0.25527 -0.75274
C -2.99737 -0.74319 0.73360
O -0.89360 0.45503 -0.56476
C -0.11460 -0.56231 -0.17244
O -0.14049 -1.67850 -0.61119
O 0.71067 -0.14002 0.79489
C 1.98686 -0.80401 0.84690
C 2.94691 0.11424 1.58562
C 2.38414 0.67955 2.87255
Br 4.53881 -0.94275 1.95098
H -2.51642 -2.75939 -0.92961
H -2.10320 -2.97714 -2.60222
H -3.78913 -2.82382 -2.16533
H -3.54475 -0.58457 -2.74088
H -1.80667 -0.71436 -2.76009
H -3.55540 -0.10119 1.41276
H -3.64365 -1.57072 0.44383
H -2.12947 -1.15273 1.24902
H 2.33527 -0.98270 -0.16907
H 1.89412 -1.76120 1.35999
H 3.26680 0.91038 0.91821
H 2.10161 -0.12846 3.54855
H 3.13498 1.28174 3.38069
H 1.50998 1.29205 2.65795
C 1.34770 2.86268 -0.80520
O 1.92646 4.08200 -1.24919
H 1.73258 2.67819 0.19568
H 0.25904 2.91633 -0.74997
H 1.62779 2.02416 -1.45121
H 1.59538 4.27077 -2.13119
*
```

SMILES: CCP(C)OC(=O)OC[C@@H](C)Br.CO
E_HOMO, hartree: -0.337
Frontier orbital gap, Ha: 0.363

This record from OMol25 describes a structure of composition C8H18Cl12N2O4 at a distorted geometry. The level of theory is ωB97M-V/def2-TZVPD.

ORCA input file:
```
! wB97M-V def2-TZVPD RIJCOSX def2/J DEFGRID3
* xyz 0 1
C -14.98177 12.27456 10.42537
N -13.76315 11.80693 11.21510
O -13.51108 10.62775 11.09527
O -13.12437 12.65999 11.84598
H -15.54109 11.43948 10.00357
H -14.65060 12.96520 9.64984
H -15.76193 12.79974 10.97639
C -11.10153 12.24346 8.00075
N -12.34262 12.96912 8.50468
O -13.12534 12.43189 9.33156
O -12.53910 14.09346 8.04966
H -10.57216 11.85572 8.87111
H -10.42308 13.06614 7.77488
H -11.37885 11.42106 7.34132
C -13.46773 9.68638 8.66225
Cl -14.66082 10.89587 8.05842
Cl -11.73290 9.69870 8.19309
H -13.52062 9.86806 9.73571
H -13.86149 8.67921 8.52572
C -8.97018 10.28223 7.04284
Cl -8.05006 11.65399 7.78249
Cl -8.47559 10.22422 5.33536
H -8.65682 9.38192 7.57138
H -10.03690 10.50619 7.04866
C -14.30769 14.63686 6.61167
Cl -15.10962 15.20349 8.10466
Cl -14.34944 12.91898 6.26043
H -14.77765 15.30348 5.88860
H -13.26690 14.95828 6.57229
C -8.91110 14.11981 6.72726
Cl -7.96507 15.32966 5.78778
Cl -9.49736 12.65719 5.88085
H -8.29611 13.89207 7.59791
H -9.79406 14.64870 7.08607
C -12.76061 11.29945 5.33676
Cl -12.59835 10.25023 4.03749
Cl -11.42163 12.57744 5.47841
H -13.76658 11.71309 5.40762
H -12.69394 10.65815 6.21562
C -9.03799 13.85319 10.60778
Cl -9.48062 13.42164 8.93962
Cl -9.73209 12.71511 11.87438
H -7.97840 13.97167 10.83434
H -9.52670 14.80901 10.79659
*
```

E_HOMO, hartree: -0.301
Frontier orbital gap, Ha: 0.277

This record from OMol25 describes a cluster of 2 separate species, C8H18Cl2N4O3P in total at a distorted geometry. The level of theory is ωB97M-V/def2-TZVPD.

ORCA input file:
```
! wB97M-V def2-TZVPD RIJCOSX def2/J DEFGRID3
* xyz 1 1
C 3.42741 2.45525 0.93051
C 1.91521 2.19278 0.84037
C 1.53050 1.01031 -0.06200
N 1.01180 -0.21488 0.66010
N 1.07675 -1.38251 -0.18563
C 0.65954 -1.29327 -1.34809
O 0.28965 -1.20769 -2.43172
P 2.26905 -0.76690 1.99187
N 2.05906 -2.08958 2.70326
C -0.42249 -0.12547 1.21206
Cl -0.42861 0.34779 2.90361
C -1.37196 0.72787 0.35850
C -1.34205 2.24543 0.56280
Cl -2.99732 0.07442 0.69248
H 3.72956 3.24870 0.25427
H 3.70549 2.73761 1.94288
H 4.01211 1.56472 0.69874
H 1.47783 2.09411 1.83167
H 1.43548 3.06875 0.40998
H 2.41807 0.66217 -0.58846
H 0.80729 1.30502 -0.81934
H 3.35300 -0.68322 1.10895
H 2.34425 0.36447 2.80252
H 1.28258 -2.70667 2.52218
H -0.78427 -1.14506 1.18308
H -1.19887 0.50036 -0.69361
H -1.00036 2.73772 -0.34676
H -0.69849 2.55201 1.38244
H -2.34716 2.60738 0.74854
C -3.19467 -3.33608 -2.96558
N -4.44235 -2.53959 -3.14227
O -5.01306 -2.62260 -4.20504
O -4.80368 -1.86530 -2.19747
H -3.00639 -3.88125 -3.88209
H -2.39680 -2.63194 -2.74700
H -3.35610 -4.00486 -2.12578
*
```

E_HOMO, hartree: -0.486
Frontier orbital gap, Ha: 0.337

Question: Number 1 is which compound?
Answer: C8H17NOS2Si

Repeat the seventh record exactly.
This record from OMol25 describes a structure of composition C8H18Cl12N2O4 at a distorted geometry. The level of theory is ωB97M-V/def2-TZVPD.

ORCA input file:
```
! wB97M-V def2-TZVPD RIJCOSX def2/J DEFGRID3
* xyz 0 1
C -14.98177 12.27456 10.42537
N -13.76315 11.80693 11.21510
O -13.51108 10.62775 11.09527
O -13.12437 12.65999 11.84598
H -15.54109 11.43948 10.00357
H -14.65060 12.96520 9.64984
H -15.76193 12.79974 10.97639
C -11.10153 12.24346 8.00075
N -12.34262 12.96912 8.50468
O -13.12534 12.43189 9.33156
O -12.53910 14.09346 8.04966
H -10.57216 11.85572 8.87111
H -10.42308 13.06614 7.77488
H -11.37885 11.42106 7.34132
C -13.46773 9.68638 8.66225
Cl -14.66082 10.89587 8.05842
Cl -11.73290 9.69870 8.19309
H -13.52062 9.86806 9.73571
H -13.86149 8.67921 8.52572
C -8.97018 10.28223 7.04284
Cl -8.05006 11.65399 7.78249
Cl -8.47559 10.22422 5.33536
H -8.65682 9.38192 7.57138
H -10.03690 10.50619 7.04866
C -14.30769 14.63686 6.61167
Cl -15.10962 15.20349 8.10466
Cl -14.34944 12.91898 6.26043
H -14.77765 15.30348 5.88860
H -13.26690 14.95828 6.57229
C -8.91110 14.11981 6.72726
Cl -7.96507 15.32966 5.78778
Cl -9.49736 12.65719 5.88085
H -8.29611 13.89207 7.59791
H -9.79406 14.64870 7.08607
C -12.76061 11.29945 5.33676
Cl -12.59835 10.25023 4.03749
Cl -11.42163 12.57744 5.47841
H -13.76658 11.71309 5.40762
H -12.69394 10.65815 6.21562
C -9.03799 13.85319 10.60778
Cl -9.48062 13.42164 8.93962
Cl -9.73209 12.71511 11.87438
H -7.97840 13.97167 10.83434
H -9.52670 14.80901 10.79659
*
```

E_HOMO, hartree: -0.301
Frontier orbital gap, Ha: 0.277

Question: Which formula does entry 7 have?
Answer: C8H18Cl12N2O4